Entry 1:
A single C10H9Cl3N6O molecule in a non-equilibrium geometry. Source: the Open Molecules 2025 dataset; level of theory: wB97M-V/def2-TZVPD.

Element x y z (Å)
Cl1 -0.63721 -3.49273 0.73050
Cl2 -2.63367 -1.38964 0.55564
Cl3 -1.51719 -1.70008 3.21300
N1 0.22782 -1.91254 -1.96985
N2 2.03027 -2.39008 -0.45748
N3 -1.16171 1.60353 3.04085
N4 -1.54580 1.48266 0.69209
O1 1.34847 -1.11856 1.79344
C1 1.06195 -1.63333 -0.93834
C2 -0.92327 1.19701 1.75215
C3 0.40951 -3.06981 -2.65754
C4 2.30078 -3.51542 -1.17354
C5 -2.19673 2.35953 3.20440
C6 -2.57628 2.32517 0.80975
C7 1.53242 -3.85405 -2.36154
C8 -2.85977 2.79080 2.10547
N5 0.49198 -0.68964 -0.14932
N6 0.26655 0.54512 1.73121
C9 -1.00404 -1.82088 1.45807
C10 0.17485 -0.82729 1.17158
H1 1.87793 -1.62583 1.13951
H2 -0.28202 -3.36243 -3.43664
H3 3.16402 -4.18234 -0.82560
H4 -2.33377 2.82275 4.13621
H5 -3.16552 2.64526 -0.08908
H6 1.63049 -4.78588 -2.93819
H7 -3.50458 3.62792 2.13393
H8 -0.36616 -0.37331 -0.60029
H9 0.60766 0.41755 2.68122

Calculated values
Energy: -59068.5156 eV
Highest occupied orbital energy: -8.9 eV
Frontier orbital gap: 9.059 eV
Charge: 0
Structure (SMILES): OC(Nc1ncccn1)(Nc1ncccn1)C(Cl)(Cl)Cl
Energy relative to the best compared isomer or geometry (same formula, charge and spin): 54.53 kcal/mol

Here are the Mulliken charges for atoms 1 to 6, given in e: number 1, Cl, carries -0.090; number 2, Cl, carries -0.128; number 3, Cl, carries -0.111; number 4, N, carries -0.479; number 5, N, carries -0.482; number 6, N, carries -0.548

***

Entry 2:
A single C2H6N2S molecule in a non-equilibrium geometry. Source: the Open Molecules 2025 dataset; level of theory: wB97M-V/def2-TZVPD.

Element x y z (Å)
C1 -0.45789 1.41527 -0.09698
C2 1.12583 -0.45941 -0.16180
H1 -0.80118 1.90752 0.90364
H2 -1.25393 1.53180 -0.88570
H3 0.47115 2.11353 -0.23254
H4 -1.36550 -1.84799 1.19576
H5 1.74267 0.54011 -0.46954
H6 0.86476 -2.25198 -0.09786
N1 -0.27930 -0.08680 0.11863
N2 1.53177 -1.61414 -0.06973
S1 -1.57837 -1.24791 -0.20388

Calculated values
Energy: -15983.8663 eV
Highest occupied orbital energy: -9.0 eV
Frontier orbital gap: 9.576 eV
Charge: 0
Structure (SMILES): [H]/N=C\N(C)S
Energy relative to the best compared isomer or geometry (same formula, charge and spin): 67.62 kcal/mol

Here are the Mulliken charges for atoms 1 to 6, given in e: number 1, C, carries -0.718; number 2, C, carries 0.275; number 3, H, carries 0.230; number 4, H, carries 0.230; number 5, H, carries 0.299; number 6, H, carries 0.184

***

Entry 3:
A 2-piece molecular cluster, C22H43BrNO2 overall. Source: the Open Molecules 2025 dataset; level of theory: wB97M-V/def2-TZVPD.

Element x y z (Å)
C1 -5.66197 -0.42031 -2.35962
C2 -4.74994 -0.57315 -3.58703
C3 -4.49662 -2.01594 -4.03817
C4 -4.12889 -2.99288 -2.92237
C5 -2.78452 -2.66565 -2.25871
C6 -2.69007 -3.08615 -0.78287
C7 -2.79318 -1.92047 0.21091
C8 -2.13179 -2.21727 1.55877
C9 -0.59633 -2.24611 1.52261
C10 0.09635 -0.99885 0.97372
N1 0.58059 -0.06377 2.05550
C11 -0.55986 0.54559 2.82577
C12 -0.10620 1.57914 3.84509
C13 0.84369 2.60511 3.24722
C14 2.03081 1.86926 2.64460
C15 1.58794 0.95160 1.51635
C16 1.01776 1.70773 0.30798
C17 1.55756 1.20609 -1.03688
C18 0.60403 1.48050 -2.19748
Br1 -0.10080 -0.17091 -2.96066
H1 -5.09809 -0.15325 -1.46364
H2 -6.20424 -1.34062 -2.13559
H3 -6.40445 0.36209 -2.51318
H4 -3.78803 -0.09053 -3.39379
H5 -5.18668 -0.02982 -4.42642
H6 -3.66859 -2.00453 -4.75564
H7 -5.36434 -2.39329 -4.58498
H8 -4.91325 -3.02318 -2.15980
H9 -4.08994 -3.99992 -3.34494
H10 -2.59769 -1.59133 -2.34411
H11 -1.98270 -3.14507 -2.82523
H12 -3.50843 -3.77804 -0.56282
H13 -1.76906 -3.64930 -0.60655
H14 -3.84557 -1.68955 0.38913
H15 -2.37649 -1.01689 -0.24856
H16 -2.46345 -3.20706 1.88394
H17 -2.49163 -1.52064 2.32063
H18 -0.27565 -3.08812 0.90899
H19 -0.20939 -2.46041 2.52655
H20 -0.55760 -0.42678 0.31943
H21 0.97865 -1.26438 0.39951
H22 1.08425 -0.66862 2.70820
H23 -1.05657 -0.28017 3.32897
H24 -1.25499 0.94879 2.08914
H25 -1.00139 2.04790 4.25407
H26 0.38452 1.06370 4.67701
H27 0.32816 3.18066 2.47227
H28 1.16856 3.31622 4.00571
H29 2.77627 2.55310 2.23551
H30 2.52736 1.28239 3.42692
H31 2.43696 0.34727 1.19032
H32 1.28197 2.75898 0.43043
H33 -0.07689 1.67777 0.31065
H34 2.51366 1.69517 -1.20623
H35 1.76461 0.13947 -0.98452
H36 -0.27902 2.03313 -1.88608
H37 1.07979 2.00348 -3.02011
O1 4.31623 3.06112 -1.05087
C19 5.11735 2.48454 -0.37418
O2 4.81464 1.31626 0.25594
C20 5.93316 0.88008 1.06113
C21 7.15127 1.57929 0.46868
C22 6.54193 2.87765 -0.05228
H38 5.74669 1.18648 2.09315
H39 5.97453 -0.20484 1.01088
H40 7.94600 1.71926 1.19691
H41 7.54744 0.99426 -0.36131
H42 6.50846 3.65979 0.70942
H43 7.02310 3.28395 -0.93740

Calculated values
Energy: -99134.3676 eV
Highest occupied orbital energy: -12.5 eV
Frontier orbital gap: 9.963 eV
Charge: +1
Energy relative to the best compared isomer or geometry (same formula, charge and spin): 0.00 kcal/mol

Here are the Mulliken charges for atoms 1 to 6, given in e: number 1, C, carries -0.991; number 2, C, carries -0.261; number 3, C, carries -0.983; number 4, C, carries -0.725; number 5, C, carries -0.025; number 6, C, carries -0.798

***

Entry 4:
C10H19O6Pt as an isolated structure in a non-equilibrium geometry. Source: the Open Molecules 2025 dataset; level of theory: wB97M-V/def2-TZVPD.

Element x y z (Å)
Pt1 0.89120 -0.10050 0.02840
C1 -0.74140 -2.18940 1.22680
C2 -1.12090 -1.20650 2.33670
O1 -0.31000 -0.03910 2.24940
C3 -0.96560 1.21550 2.37680
C4 -0.55540 2.14090 1.22180
O2 -0.85940 1.44220 0.02190
C5 -0.60500 2.10370 -1.20930
C6 -1.02630 1.13200 -2.31880
O3 -0.27650 -0.07250 -2.22670
C7 -0.99690 -1.29410 -2.35750
C8 -0.66260 -2.22740 -1.19000
O4 -1.09530 -1.57550 -0.00410
H1 -1.28920 -3.12910 1.36320
H2 0.34500 -2.39060 1.26490
H3 -0.96950 -1.66950 3.31860
H4 -2.17760 -0.94730 2.21600
H5 -0.68420 1.66550 3.33600
H6 -2.05120 1.08070 2.35350
H7 0.52470 2.35810 1.28350
H8 -1.12010 3.07990 1.27410
H9 0.46520 2.34870 -1.30870
H10 -1.19910 3.02290 -1.27990
H11 -0.85170 1.58740 -3.30090
H12 -2.09530 0.92380 -2.20740
H13 -0.71840 -1.76710 -3.30570
H14 -2.07440 -1.10410 -2.35330
H15 0.42930 -2.40460 -1.15930
H16 -1.18100 -3.18490 -1.31950
C9 4.74740 1.41470 -0.36220
O5 3.32500 1.21040 -0.24560
C10 2.88670 -0.01460 -0.02600
O6 3.56840 -1.00650 0.10090
H17 4.86900 2.45840 -0.63960
H18 5.16040 0.75780 -1.12710
H19 5.23100 1.20780 0.59310

Calculated values
Energy: -26199.3517 eV
Highest occupied orbital energy (alpha / beta): -12.6 / -12.6 eV
Frontier orbital gap (alpha / beta): 7.330 / 7.328 eV
Charge: +1

Here are the Mulliken charges for atoms 1 to 6, given in e: number 1, Pt, carries 0.640; number 2, C, carries -0.775; number 3, C, carries -0.491; number 4, O, carries -0.333; number 5, C, carries -0.489; number 6, C, carries -0.626

***

Entry 5:
A 2-piece molecular cluster, C2H3OP overall in a non-equilibrium geometry. Source: the Open Molecules 2025 dataset; level of theory: wB97M-V/def2-TZVPD.

Element x y z (Å)
C1 -1.63028 -0.12997 0.64495
C2 -2.25775 -0.37325 -0.34539
O1 2.53016 1.09915 -1.26308
P1 2.86191 -0.12200 -0.46466
H1 -1.14755 -0.15248 1.58704
H2 2.60460 0.28548 0.91411
H3 -2.96109 -0.60694 -1.07297

Calculated values
Energy: -13455.4465 eV
Highest occupied orbital energy: -9.8 eV
Frontier orbital gap: 8.742 eV
Charge: 0
Structure (SMILES): C#C.O=P
Energy relative to the best compared isomer or geometry (same formula, charge and spin): 53.32 kcal/mol

Here are the Mulliken charges for atoms 1 to 6, given in e: number 1, C, carries -0.407; number 2, C, carries -0.325; number 3, O, carries -0.390; number 4, P, carries 0.356; number 5, H, carries 0.357; number 6, H, carries 0.032

***

Entry 6:
C4H4FN as an isolated structure in a non-equilibrium geometry. Source: the Open Molecules 2025 dataset; level of theory: wB97M-V/def2-TZVPD.

Element x y z (Å)
C1 -1.04133 -0.59721 -0.60671
C2 -0.54197 -1.78683 -0.22905
C3 0.24780 -0.00094 0.01504
C4 0.78580 1.31097 0.44170
N1 0.82254 -1.11637 0.18498
F1 -0.03144 2.41002 0.46449
H1 -2.05633 -0.26831 -1.06671
H2 -0.83982 -2.76327 -0.46645
H3 1.65411 1.67355 -0.21046
H4 1.00065 1.13839 1.47317

Calculated values
Energy: -8415.8285 eV
Highest occupied orbital energy: -8.9 eV
Frontier orbital gap: 8.792 eV
Charge: 0
Energy relative to the best compared isomer or geometry (same formula, charge and spin): 91.50 kcal/mol

Here are the Mulliken charges for atoms 1 to 6, given in e: number 1, C, carries -0.258; number 2, C, carries -0.324; number 3, C, carries 0.431; number 4, C, carries -0.069; number 5, N, carries -0.558; number 6, F, carries -0.268